{
  "formula": "C28H73N20O40P",
  "method": "ωB97M-V with the def2-TZVPD basis set",
  "lumo_ev": -0.480,
  "total_charge": 0,
  "e_homo_ev": -8.07,
  "multiplicity": 1,
  "symbols": ["C", "C", "C", "C", "O", "C", "O", "N", "C", "C", "P", "C", "C", "H", "H", "H", "H", "H", "H", "H", "H", "H", "H", "H", "H", "H", "H", "H", "H", "C", "N", "O", "O", "H", "H", "H", "C", "N", "O", "O", "H", "H", "H", "C", "N", "O", "O", "H", "H", "H", "C", "N", "O", "O", "H", "H", "H", "C", "N", "O", "O", "H", "H", "H", "C", "N", "O", "O", "H", "H", "H", "C", "N", "O", "O", "H", "H", "H", "C", "N", "O", "O", "H", "H", "H", "C", "N", "O", "O", "H", "H", "H", "C", "N", "O", "O", "H", "H", "H", "C", "N", "O", "O", "H", "H", "H", "C", "N", "O", "O", "H", "H", "H", "C", "N", "O", "O", "H", "H", "H", "C", "N", "O", "O", "H", "H", "H", "C", "N", "O", "O", "H", "H", "H", "C", "N", "O", "O", "H", "H", "H", "C", "N", "O", "O", "H", "H", "H", "C", "N", "O", "O", "H", "H", "H", "C", "N", "O", "O", "H", "H", "H"],
  "positions_angstrom": [[-0.8958, 0.2059, 3.4758], [-1.5129, -0.4129, 2.6880], [-2.2793, -1.1393, 1.7004], [-1.8723, -2.6090, 1.5863], [-2.8706, -3.1975, 0.7556], [-2.5394, -4.3070, 0.0514], [-3.3624, -5.1661, -0.0696], [-1.3002, -4.3631, -0.6156], [-0.1925, -4.9947, 0.1598], [0.5519, -5.9917, -0.6957], [-1.8457, -3.3648, 3.3098], [-2.2066, -5.1759, 3.2053], [-0.1141, -3.2752, 3.9398], [-0.2494, 0.7059, 4.1389], [-2.1292, -0.6499, 0.7471], [-3.3097, -1.0933, 2.0231], [-0.8925, -2.6056, 1.1282], [-1.4895, -4.9994, -1.3774], [0.5097, -4.2262, 0.4509], [-0.5245, -5.4795, 1.0711], [1.4695, -6.2275, -0.1807], [0.0023, -6.9022, -0.8638], [0.8421, -5.5138, -1.6239], [-2.8283, -5.4503, 2.3666], [-1.2787, -5.7355, 3.2094], [-2.7544, -5.4318, 4.0970], [0.3337, -4.2560, 3.9900], [-0.1829, -2.8457, 4.9263], [0.4766, -2.5964, 3.3433], [0.2254, 3.9702, 4.8000], [1.5156, 3.3729, 5.2338], [2.2418, 4.0168, 5.9578], [1.7630, 2.2540, 4.8272], [0.1371, 4.9557, 5.2408], [0.2402, 4.0212, 3.7236], [-0.5681, 3.3137, 5.1419], [-1.1793, 4.5033, 0.1234], [-0.9751, 3.8321, 1.4311], [-0.1984, 2.9000, 1.4833], [-1.6096, 4.2712, 2.3750], [-0.5583, 4.0139, -0.6169], [-2.2281, 4.4125, -0.1293], [-0.8932, 5.5445, 0.2450], [5.2117, -5.7748, 0.8885], [3.8152, -5.8358, 1.3876], [3.4436, -6.8398, 1.9515], [3.1141, -4.8595, 1.1739], [5.7114, -6.7066, 1.1248], [5.1574, -5.6253, -0.1868], [5.6969, -4.9387, 1.3755], [3.9073, -2.3494, -2.0480], [5.0744, -3.1391, -1.5708], [5.6524, -2.7564, -0.5797], [5.3703, -4.1308, -2.2105], [3.7685, -1.5080, -1.3809], [4.1299, -2.0188, -3.0580], [3.0443, -3.0084, -2.0358], [4.0129, -2.8313, 4.0914], [5.3287, -3.5179, 4.1265], [5.7991, -3.8959, 3.0666], [5.8515, -3.6626, 5.2048], [3.6768, -2.7869, 3.0615], [3.3317, -3.4152, 4.7019], [4.1548, -1.8403, 4.5076], [-1.4159, -10.7290, -2.0880], [-0.8045, -9.3718, -2.0923], [-0.1066, -9.0615, -1.1485], [-1.0479, -8.6633, -3.0444], [-1.1113, -11.2393, -1.1828], [-2.4928, -10.5994, -2.1238], [-1.0594, -11.2479, -2.9720], [6.2873, -5.4372, -5.1687], [6.5361, -5.1325, -6.6014], [7.5344, -4.5071, -6.8896], [5.7131, -5.5288, -7.4041], [7.0963, -5.0194, -4.5824], [5.3392, -4.9831, -4.8985], [6.2463, -6.5171, -5.0657], [-4.2768, 7.5830, 0.5594], [-2.9677, 7.3576, -0.1034], [-1.9829, 7.8860, 0.3689], [-2.9644, 6.6579, -1.0961], [-4.1204, 8.2308, 1.4119], [-4.9285, 8.0450, -0.1689], [-4.6613, 6.6139, 0.8674], [-4.7654, 11.9906, -0.2477], [-5.6469, 11.1526, 0.6116], [-6.0557, 11.6266, 1.6490], [-5.8979, 10.0354, 0.2080], [-4.6301, 12.9504, 0.2349], [-3.8210, 11.4654, -0.3552], [-5.2563, 12.0970, -1.2099], [3.1211, 3.0823, 8.6223], [2.8467, 3.1470, 10.0854], [3.4696, 2.4050, 10.8148], [2.0090, 3.9461, 10.4487], [3.8820, 2.3311, 8.4477], [2.1934, 2.8198, 8.1314], [3.4582, 4.0633, 8.3091], [-5.1785, 2.6235, -2.5889], [-4.6830, 3.2470, -1.3322], [-5.4743, 3.8515, -0.6463], [-3.5016, 3.1066, -1.0769], [-6.2371, 2.8321, -2.6797], [-4.6188, 3.0600, -3.4100], [-4.9915, 1.5567, -2.5177], [8.4479, -9.4567, -4.9394], [7.0608, -9.5508, -4.4055], [6.7450, -10.5606, -3.8242], [6.3333, -8.5932, -4.5950], [8.9707, -10.3734, -4.6972], [8.3740, -9.3179, -6.0135], [8.9197, -8.5990, -4.4701], [8.7363, -1.9606, 0.8051], [9.3574, -0.6077, 0.7800], [10.1163, -0.3154, 1.6791], [9.0561, 0.1136, -0.1476], [9.0929, -2.4885, 1.6811], [7.6600, -1.8269, 0.8407], [9.0302, -2.4706, -0.1066], [3.9242, -5.4522, -9.7757], [2.5312, -5.0298, -10.0926], [1.8900, -4.4952, -9.2122], [2.1303, -5.2498, -11.2160], [4.1416, -5.1950, -8.7498], [3.9814, -6.5251, -9.9300], [4.5848, -4.9279, -10.4594], [-2.0283, 8.3674, -4.0869], [-2.8535, 9.6067, -4.1140], [-2.9835, 10.1809, -5.1714], [-3.3440, 9.9584, -3.0586], [-1.6546, 8.1744, -5.0849], [-1.2138, 8.5371, -3.3899], [-2.6674, 7.5609, -3.7409], [-6.1505, -4.5939, 1.5707], [-6.3876, -4.8507, 3.0181], [-5.9289, -5.8683, 3.4952], [-7.0266, -4.0193, 3.6268], [-5.5696, -5.4098, 1.1615], [-7.1221, -4.5225, 1.0911], [-5.6073, -3.6576, 1.4911], [-9.3060, 11.7661, 2.9986], [-10.5218, 11.9248, 2.1537], [-10.3750, 12.3071, 1.0133], [-11.5900, 11.6609, 2.6693], [-8.4369, 12.0395, 2.4138], [-9.4208, 12.4214, 3.8564], [-9.2566, 10.7284, 3.3117], [-12.8363, 10.7886, 5.6914], [-11.4330, 10.5416, 6.1233], [-10.7049, 9.9532, 5.3523], [-11.1124, 10.9521, 7.2176], [-12.9671, 10.3734, 4.7002], [-13.4869, 10.3061, 6.4142], [-12.9899, 11.8627, 5.6883], [7.6563, -1.8354, -8.5031], [7.1848, -0.5082, -8.0202], [7.0839, 0.3886, -8.8292], [6.9289, -0.4187, -6.8371], [7.8413, -1.7685, -9.5683], [8.5640, -2.0773, -7.9611], [6.8773, -2.5561, -8.2855]],
  "forces_ev_per_angstrom": [[1.31, 0.92, 1.31], [-0.87, -1.00, -1.26], [0.08, -0.23, 0.35], [0.51, 0.44, 0.12], [0.56, -0.51, 0.23], [-0.06, 0.11, -0.14], [-0.79, -0.42, -0.32], [0.06, -0.04, 0.47], [0.31, 0.38, -0.15], [0.11, 0.50, 0.26], [-1.36, 0.40, 0.85], [0.66, 0.44, -0.17], [-0.47, 0.02, -0.45], [0.22, 0.36, 0.33], [-0.29, 0.05, -0.40], [-0.51, -0.02, -0.22], [0.29, -0.34, -0.44], [-0.04, -0.09, -0.19], [0.15, 0.33, 0.21], [-0.35, -0.08, 0.14], [0.30, -0.32, 0.18], [-0.16, -0.10, -0.21], [-0.06, -0.04, -0.43], [-0.12, -0.04, -0.30], [0.11, -0.35, -0.20], [-0.21, -0.04, 0.36], [0.30, -0.28, -0.06], [0.07, 0.06, 0.39], [0.29, 0.11, -0.29], [0.08, 0.23, 0.30], [-0.13, -0.21, -0.15], [0.11, 0.19, 0.03], [-0.02, -0.04, 0.06], [0.06, 0.00, 0.05], [-0.04, -0.16, -0.14], [-0.01, -0.07, -0.13], [0.21, 0.12, -0.07], [-0.08, 0.01, -0.23], [-0.06, 0.12, 0.19], [0.06, -0.09, -0.10], [0.02, -0.08, 0.04], [0.07, 0.08, 0.12], [-0.04, 0.01, 0.07], [0.19, -0.22, -0.22], [0.05, 0.00, -0.11], [-0.03, 0.06, 0.07], [0.05, 0.05, 0.07], [-0.12, -0.07, 0.06], [0.00, 0.06, 0.01], [-0.11, 0.00, -0.19], [-0.07, 0.12, 0.06], [-0.12, 0.10, 0.00], [0.10, -0.03, 0.07], [0.02, -0.06, -0.04], [0.05, -0.01, 0.04], [-0.01, -0.07, -0.04], [0.02, -0.05, -0.06], [-0.17, 0.02, -0.21], [0.05, -0.03, 0.00], [0.08, 0.19, 0.25], [0.02, 0.00, 0.02], [0.04, -0.04, 0.00], [0.00, 0.04, 0.09], [-0.01, 0.02, 0.11], [0.02, -0.11, 0.13], [0.00, -0.06, 0.06], [-0.03, -0.22, -0.04], [-0.01, 0.04, -0.04], [0.04, 0.05, 0.03], [-0.01, 0.02, -0.09], [-0.06, 0.04, -0.06], [0.08, 0.05, 0.15], [-0.01, 0.00, 0.16], [0.05, -0.06, -0.05], [0.20, -0.01, 0.13], [0.02, 0.08, -0.06], [-0.05, -0.06, -0.03], [-0.11, 0.05, -0.06], [0.03, -0.11, 0.20], [-0.09, 0.16, 0.08], [0.05, -0.05, -0.01], [0.00, -0.09, -0.21], [0.05, 0.02, 0.00], [-0.05, -0.05, -0.09], [0.02, -0.05, -0.10], [0.04, 0.17, 0.05], [0.06, 0.09, -0.12], [-0.03, 0.00, 0.05], [-0.11, 0.08, 0.05], [-0.04, -0.01, 0.06], [-0.04, -0.07, -0.09], [0.04, -0.11, -0.04], [0.19, -0.15, 0.10], [0.04, -0.02, -0.05], [0.01, -0.02, 0.04], [-0.01, 0.01, 0.00], [0.00, -0.01, 0.06], [-0.07, 0.10, -0.01], [-0.12, 0.05, -0.03], [-0.15, 0.00, -0.05], [-0.03, 0.02, 0.00], [0.00, 0.06, 0.04], [-0.19, -0.18, -0.15], [-0.01, 0.03, 0.06], [0.08, -0.05, 0.01], [0.10, 0.00, -0.02], [0.10, -0.10, 0.00], [0.05, -0.02, -0.02], [-0.04, -0.02, 0.03], [0.02, -0.09, 0.02], [-0.04, -0.03, 0.03], [-0.02, 0.09, 0.00], [-0.04, 0.06, -0.05], [0.01, -0.12, 0.16], [0.00, -0.04, 0.02], [0.01, 0.02, 0.01], [-0.01, 0.02, -0.03], [0.04, 0.05, 0.03], [-0.01, 0.00, -0.12], [-0.08, 0.05, -0.07], [-0.06, 0.08, 0.11], [0.06, -0.02, -0.01], [-0.03, 0.02, 0.01], [-0.02, 0.00, -0.02], [-0.15, 0.02, -0.08], [0.01, 0.00, -0.10], [-0.02, -0.07, -0.09], [0.07, -0.08, -0.11], [0.05, -0.06, -0.02], [-0.03, 0.04, 0.00], [-0.02, 0.03, 0.05], [-0.05, 0.09, -0.05], [-0.07, -0.04, 0.11], [0.03, 0.03, 0.14], [0.05, -0.14, -0.09], [0.03, -0.01, -0.07], [0.02, -0.01, 0.03], [-0.03, 0.03, 0.03], [0.06, 0.00, 0.04], [-0.03, 0.10, 0.06], [-0.03, 0.03, 0.01], [0.19, 0.04, -0.08], [0.10, 0.01, 0.04], [-0.03, -0.01, -0.03], [-0.06, 0.03, 0.02], [-0.04, 0.00, -0.08], [-0.07, -0.08, 0.07], [-0.10, 0.01, 0.10], [-0.09, -0.10, -0.14], [-0.13, 0.03, -0.10], [0.14, -0.07, 0.04], [0.03, 0.02, 0.02], [0.08, 0.02, -0.02], [0.02, 0.07, 0.08], [-0.01, 0.01, 0.08], [0.03, 0.06, -0.23], [0.03, -0.03, -0.07], [-0.01, 0.03, 0.01], [-0.03, 0.00, 0.04], [-0.01, 0.09, -0.01], [-0.06, -0.06, 0.11], [0.04, -0.04, 0.11]]
}